(1)
Formula: C21H56CaO29P2S7Zr
Source: the OMol25 dataset
Level of theory: the ωB97M-V functional and the def2-TZVPD basis

XYZ file:
```
117
Properties=species:S:1:pos:R:3
Zr -0.67192 2.50059 -0.68525
Ca 2.01688 -0.24097 1.09179
S -4.39516 2.70879 -0.17585
S 2.55478 -1.58372 -2.22507
S 0.25887 -1.03249 4.20375
S 1.60540 2.43498 -3.61716
S 2.29659 -3.76346 1.87872
S 2.04165 2.86016 3.32006
S -2.84786 1.79535 -3.84903
P -0.64743 0.03572 0.04171
P -0.02480 4.88745 -0.24398
O -4.52476 3.05625 1.34055
O 1.28972 3.40364 -4.60296
O 2.02108 1.93998 2.23310
O -3.92297 0.99880 -3.35612
O 1.76017 1.97972 4.61584
O 2.66896 -0.89671 -0.98407
O -3.39061 2.89225 -4.81586
O -1.96009 2.47123 -2.97896
O 3.19656 3.65501 3.57538
O -5.20323 3.65361 -0.83711
O -0.84567 4.41903 -1.52744
O 2.28263 -3.91467 3.28621
O 1.13648 -0.62104 3.17419
O 1.01480 3.71330 -0.36310
O 0.30350 6.24363 0.12475
O 0.74737 -1.24743 5.52041
O -1.16625 0.49405 -1.34981
O 3.36422 -4.72455 1.24341
O 0.02590 -1.24361 0.51249
O -1.23463 1.17346 0.96518
O 0.59845 0.98711 -0.05181
O 2.88126 -3.09099 -1.86474
O 0.78445 2.20896 -2.49024
O 3.34567 -1.20589 -3.34366
O -0.40969 -2.36881 3.71802
O -1.01020 4.06664 0.70485
O 1.68981 0.98166 -4.28978
O -3.02719 2.53520 -0.52824
O 2.59031 -2.50553 1.27007
C 1.77821 1.70586 7.00826
C 3.25530 -6.13090 1.54704
C 3.11610 -3.99615 -2.95881
C 3.44581 -5.34431 -2.36650
C -1.14060 -3.14933 4.68762
C 0.78464 -4.34073 1.19998
C -1.09032 0.08549 4.21523
C 3.23479 2.66472 -2.99430
C 1.68930 2.68335 5.86147
C -5.31064 4.23989 -5.25291
C -4.36606 2.49853 3.63710
C -4.76385 2.83396 -5.27226
C -3.70505 2.33391 2.28733
C -5.21266 1.16128 -0.29644
C 2.32023 0.89172 -5.57750
C -1.21626 -4.55911 4.14429
C 4.64038 -6.72357 1.42107
C 1.91805 -0.41693 -6.20438
C 0.86605 -1.63522 -2.66741
C -1.85912 0.87149 -4.97183
C 0.62675 3.87839 3.19583
H -5.27581 1.90188 3.70027
H 3.46185 1.74126 -2.46258
H -1.78225 -4.59204 3.21105
H 0.26236 -2.02687 -1.85516
H -2.70392 2.76406 2.26328
H -0.97146 1.46697 -5.16671
H -2.42218 0.70101 -5.88746
H -5.49433 4.58385 -4.23412
H 0.60013 -0.58426 -2.82571
H 0.77638 -2.16097 -3.61545
H -4.82989 0.38967 0.36254
H 0.88347 -4.32359 0.11854
H -6.27475 1.35889 -0.15883
H -5.33581 2.18324 -4.61723
H 2.09070 1.72153 -6.24436
H 1.65049 2.26634 7.93627
H -0.65280 1.05932 4.42815
H 0.76920 3.26785 5.96560
H -4.59818 4.92190 -5.71374
H 2.50267 -0.52959 -7.12157
H 2.75131 1.22129 7.07913
H 2.53229 -6.61996 0.89057
H 2.22450 -4.04294 -3.59117
H 4.60646 -7.81177 1.46004
H -4.61733 3.55015 3.77352
H -1.53175 0.06725 3.21804
H 0.78061 4.51009 2.32112
H 2.50676 3.40576 5.92624
H 2.62357 -5.73486 -1.76494
H -5.14586 0.83018 -1.33416
H -1.57794 -0.07900 -4.52354
H -6.27970 4.28001 -5.75270
H 3.12029 3.45624 -2.25084
H 0.56646 -5.31255 1.63429
H 5.25680 -6.36053 2.24157
H 3.94481 -3.66546 -3.58330
H 0.86172 -0.45150 -6.46450
H -1.67801 -5.22012 4.87577
H -4.78944 2.43397 -6.28909
H 2.20600 -1.26879 -5.58566
H 0.58849 4.57884 4.02775
H 4.25995 -5.17269 -1.65890
H 1.00875 0.94021 6.92415
H 3.40770 0.89024 -5.45228
H 5.09636 -6.43347 0.47518
H 3.72409 -6.03973 -3.15307
H 2.90740 -6.26145 2.57501
H 3.92254 2.87447 -3.80527
H -2.12167 -2.71833 4.89017
H 0.03337 -3.62249 1.53044
H -1.80156 -0.19979 4.98583
H -3.66954 2.22912 4.43213
H -3.55626 1.29816 1.97961
H -0.23634 3.23376 3.06600
H -0.57107 -3.18045 5.61601
H -0.21369 -4.92337 3.92097
```

Summary:
- Lowest unoccupied orbital energy: -0.22 eV
- HOMO energy: -6.6 eV

(2)
Formula: C21H56F3N6O9P4
Source: the OMol25 dataset
Level of theory: the ωB97M-V functional and the def2-TZVPD basis

XYZ file:
```
99
Properties=species:S:1:pos:R:3
P -4.94838 -0.46117 -1.79010
P 2.08227 1.96191 5.10800
P 1.58724 4.00080 5.95502
P 1.97021 -1.51197 -2.48257
F 6.59155 4.01969 1.43138
F 5.22616 3.93426 -0.24295
F 4.56870 4.81532 1.61815
O 3.44384 2.27319 1.24241
O 0.72677 4.84770 4.84779
O 0.91260 4.02219 7.26771
O 0.72668 2.09615 4.05251
O 2.99620 4.85475 6.04856
O 3.05350 2.80549 3.91000
O 1.90750 -0.75422 -1.18880
O 3.46332 1.86534 6.15419
O -4.18151 -1.12909 -0.70370
N 0.69661 -2.63135 -2.32670
N -5.46871 0.98043 -1.03873
N 3.58815 -2.16669 -2.19438
N 2.27886 -1.72126 -4.14530
N -6.21117 -1.60678 -2.11192
N -4.87396 0.09225 -3.37759
C 5.20199 2.04630 2.95163
C 4.41840 2.69988 4.10146
C 0.02805 -2.16545 2.63982
C -3.89569 1.13975 -3.66195
C 4.81126 2.42356 1.52167
C -5.69378 -0.30814 -4.50839
C 3.78205 -3.52547 -1.73253
C -0.92592 -1.24041 3.43176
C -4.42878 1.77991 -0.39702
C -5.82088 -2.98009 -1.80684
C -0.63795 -2.07154 -2.14746
C 3.43420 -2.28842 -4.82307
C -7.57396 -1.36200 -1.67878
C 4.61934 1.80098 5.35985
C 1.20538 -1.31044 -5.05214
C 4.44343 -1.24806 -1.45047
C 5.29700 3.81520 1.12130
C -0.15520 -0.18426 4.21449
C -6.66739 1.71558 -1.37509
C 0.72543 -3.98768 -2.82614
C 0.42195 0.92641 3.33189
H 4.25711 -1.27109 -0.37043
H 3.45446 -1.93518 -5.85812
H 0.66430 -0.69167 4.72937
H -6.72640 2.60352 -0.74566
H 4.91366 3.62866 4.41622
H 0.87470 -4.06474 -3.91368
H -6.65057 0.22314 -4.50949
H -1.29249 -2.78653 -1.64838
H -3.69569 1.12816 0.07696
H -0.33036 1.20219 2.58046
H 1.30030 0.57206 2.77644
H -5.17373 -0.06446 -5.43821
H -4.85907 2.40321 0.38778
H 3.04232 5.43200 5.27756
H -1.10698 -1.77615 -3.09793
H 4.36980 -1.99291 -4.36644
H -7.65935 -1.19681 -0.59597
H 5.49343 -1.50188 -1.62840
H 0.54907 -0.58104 -4.57471
H 3.26390 -3.73957 -0.78615
H 0.79968 -2.51353 3.32719
H -0.58931 -1.19205 -1.50438
H -4.35410 2.13524 -3.65433
H 5.47081 2.09696 5.98052
H -8.01363 -0.51606 -2.20714
H -8.19061 -2.22553 -1.93895
H -3.09308 1.13463 -2.92288
H 1.12689 4.64465 3.98783
H -1.65602 -0.80940 2.74007
H 4.75879 0.74168 5.08892
H 4.28910 -0.22467 -1.78943
H -3.90108 2.43412 -1.10363
H -6.70445 2.06184 -2.41998
H 5.21461 0.95962 3.02598
H 5.36889 1.75718 0.84906
H -0.77885 0.30995 4.96225
H 4.84985 -3.70290 -1.57883
H -3.43144 0.98446 -4.63723
H 3.46813 -4.25205 -2.48448
H -0.53628 -3.01968 2.26283
H -6.48016 -3.66306 -2.35041
H -1.49232 -1.87546 4.12112
H -5.88232 -3.21081 -0.73738
H -7.56871 1.14567 -1.16762
H 2.45833 0.68091 4.57644
H 6.23973 2.37777 3.05513
H -4.79971 -3.17675 -2.12790
H 1.48467 -4.58549 -2.32850
H 1.27707 1.42442 6.15579
H 3.32913 2.03996 0.31634
H -0.22785 -4.46597 -2.60105
H 0.46169 -1.59378 1.81985
H 0.59031 -2.16368 -5.36401
H 3.37607 -3.38087 -4.84128
H 1.60711 -0.83522 -5.94852
H -5.88469 -1.37556 -4.51960
```

Summary:
- Lowest unoccupied orbital energy: 1.66 eV
- HOMO energy: -4.4 eV
- Total charge: -1

(3)
Formula: C21H56O7
Source: the OMol25 dataset
Level of theory: the ωB97M-V functional and the def2-TZVPD basis

XYZ file:
```
84
Properties=species:S:1:pos:R:3
O 13.07201 -5.30504 -16.86505
O 10.51515 -3.47957 -18.03568
O 17.94675 -5.02176 -12.27380
O 12.82586 -9.07459 -16.24339
O 13.22590 -2.88289 -20.63241
O 16.55885 -0.75857 -13.85706
O 13.26019 -9.28596 -14.38598
C 15.79851 -1.48529 -16.02743
C 12.70688 -8.82388 -13.20031
C 9.68841 -5.79077 -18.11063
C 12.34045 -8.15394 -17.14841
C 11.96434 -7.46364 -13.53370
C 11.41360 -8.68766 -18.13771
C 16.29415 -4.78800 -13.92140
C 13.22644 -4.47438 -15.80745
C 16.21363 -6.43894 -11.73649
C 11.71929 -6.98305 -16.48301
C 11.80805 -9.86269 -12.73628
C 18.07747 -2.18798 -15.03504
C 17.03042 -5.82046 -12.92920
C 14.71274 -4.10622 -15.69173
C 12.45602 -4.88761 -19.60690
C 14.80103 -4.20701 -19.47776
C 12.76254 -5.11241 -14.43687
C 17.04854 -1.10015 -15.14132
C 10.50249 -4.67391 -17.31062
C 13.55842 -4.21583 -20.37224
C 9.92559 -4.47280 -15.92656
H 11.18676 -7.58702 -14.28751
H 18.69267 -5.59770 -12.09082
H 10.77443 -2.69899 -17.54064
H 10.83400 -7.08374 -15.85514
H 13.39615 -4.82215 -17.62882
H 11.54749 -7.03182 -12.62382
H 16.93089 -6.58512 -10.92886
H 11.84105 -9.47446 -18.75925
H 9.71829 -6.72143 -17.54401
H 8.61310 -5.61241 -18.10786
H 11.67192 -5.01881 -20.35260
H 16.16413 -1.50370 -17.05411
H 13.23380 -4.56828 -13.61836
H 15.34990 -4.92547 -15.35860
H 15.65785 -0.42721 -13.85731
H 13.75087 -9.05174 -16.49915
H 13.20594 -7.74976 -17.67343
H 14.68669 -3.46898 -18.68383
H 12.19465 -4.32588 -18.71010
H 15.73076 -3.98549 -20.00181
H 13.48801 -8.75462 -12.44325
H 19.09174 -1.93726 -14.72444
H 15.23275 -2.32377 -15.62124
H 15.04341 -0.69924 -16.01915
H 10.61214 -9.11396 -17.53436
H 17.50623 -6.64330 -13.46271
H 16.90704 -4.59312 -14.80145
H 18.07156 -2.61133 -16.03945
H 8.89160 -4.15033 -15.80410
H 15.99251 -3.90262 -13.36175
H 11.12004 -10.12243 -13.54081
H 11.51131 -6.22814 -17.24125
H 14.99881 -5.16654 -18.99997
H 11.19830 -9.60719 -11.86967
H 13.84317 -4.74023 -21.28439
H 12.32199 -10.79082 -12.48619
H 17.50479 -0.15596 -15.43872
H 11.57773 -4.85267 -17.31024
H 11.70648 -4.94106 -14.22833
H 13.03491 -6.16781 -14.44300
H 17.79935 -3.04039 -14.41524
H 12.39556 -6.54994 -15.74600
H 15.85439 -7.35096 -12.21322
H 15.11463 -3.82238 -16.66437
H 12.61086 -5.94188 -19.37746
H 11.01278 -7.96464 -18.84811
H 13.61260 -2.31896 -19.95858
H 15.41638 -5.76615 -11.42051
H 12.51340 -9.40648 -14.97707
H 14.75353 -3.21711 -15.06251
H 10.08605 -5.86775 -19.12259
H 12.62737 -6.69648 -13.93365
H 10.01844 -5.44305 -15.43861
H 12.75845 -3.49520 -15.90882
H 15.42915 -5.29827 -14.34507
H 10.52511 -3.81551 -15.29676
```

Summary:
- Lowest unoccupied orbital energy: 0.30 eV
- SMILES: CC(C)O.CC(C)O.CC(C)O.CC(C)O.CC(C)O.CC(C)O.CC(C)O
- HOMO energy: -8.5 eV